[1]
The ion C5H12NO with charge -1 in a non-equilibrium geometry. Source: the OMol25 dataset; level of theory: ωB97M-V with the def2-TZVPD basis set.

**SMILES**: CN[C@@H](C)CC[O-]
**Calculated total energy**: -327.6466 hartree
**Frontier orbital gap**: 6.08 eV
**Energy relative to the best compared isomer or geometry (same formula, charge and spin)**: 129.82 kJ/mol
**HOMO**: -0.0820 Ha

```
! RIJCOSX wB97M-V def2-TZVPD def2/J DEFGRID3
* xyz -1 1
C -0.9712 2.0959 -0.1377
N -1.4159 0.7061 -0.1219
C -0.4120 -0.3909 0.1625
C 0.9876 -0.2306 -0.3523
C 2.0883 -0.4587 0.7965
O 2.3343 -1.7660 0.9958
C -1.1611 -1.6361 -0.3614
H -1.6846 2.7672 0.3835
H 0.0034 2.2515 0.3892
H -0.6725 2.4542 -1.1365
H -1.4607 0.5346 -1.1290
H -0.4433 -0.4491 1.2571
H 1.1898 0.8058 -0.6727
H 1.2348 -0.9741 -1.1236
H 1.5617 0.0202 1.6812
H 2.9681 0.1595 0.6249
H -1.4698 -1.6289 -1.4153
H -0.5970 -2.5284 -0.0694
H -2.0801 -1.7321 0.2292
*
```

=====

[2]
A structure of composition C5H11O4Pt in a non-equilibrium geometry. Source: the OMol25 dataset; level of theory: ωB97M-V with the def2-TZVPD basis set.

**Calculated total energy**: -617.0337 hartree
**Frontier orbital gap (alpha / beta)**: 5.63 / 8.00 eV
**Energy relative to the best compared isomer or geometry (same formula, charge and spin)**: 189.29 kJ/mol
**Expectation value of S²**: 3.76
**HOMO (alpha / beta)**: -0.1834 / -0.2967 Ha

```
! RIJCOSX wB97M-V def2-TZVPD def2/J DEFGRID3
* xyz 0 4
O 0.1646 1.7411 -0.9367
Pt 0.1441 0.0956 0.0145
O -0.7941 -1.2827 0.7947
C -1.7521 -1.7071 -0.1155
C -2.1404 -0.5919 -1.0843
O -0.9359 -0.1098 -1.6826
C -0.7737 1.3257 -1.8683
C 1.8743 1.6262 1.6286
O 1.5780 0.4055 1.0834
C 2.4911 -0.6631 1.3683
H -2.6830 -2.0438 0.3826
H -1.3848 -2.5666 -0.7156
H -2.6283 0.2306 -0.5338
H -2.8291 -0.9494 -1.8655
H -0.3974 1.4735 -2.8987
H -1.7860 1.7759 -1.8830
H 1.0491 2.3357 1.6128
H 2.6551 1.6524 2.3890
H 2.4091 -1.4260 0.5842
H 3.4952 -0.2263 1.3804
H 2.2443 -1.0955 2.3457
*
```

=====

[3]
The molecule C8H11N2OP in a non-equilibrium geometry. Source: the OMol25 dataset; level of theory: ωB97M-V with the def2-TZVPD basis set.

**Calculated total energy**: -837.4017 hartree
**Frontier orbital gap (alpha / beta)**: 4.58 / 7.31 eV
**Energy relative to the best compared isomer or geometry (same formula, charge and spin)**: 0.00 kJ/mol
**Expectation value of S²**: 2.05
**HOMO (alpha / beta)**: -0.1390 / -0.3193 Ha

```
! RIJCOSX wB97M-V def2-TZVPD def2/J DEFGRID3
* xyz 0 3
C 3.8306 0.2010 -0.0378
C 3.7431 -1.2028 0.4308
C 2.7623 0.8327 -0.5998
C 2.5387 -1.8233 0.2725
C 1.5620 0.1558 -0.7329
C 1.4768 -1.1490 -0.3308
C -1.6284 0.6212 0.8276
C -3.3566 -0.4218 -0.7825
N 0.4060 0.6056 -1.2764
N -1.9896 -0.1109 -0.3674
O 0.2411 -1.6735 -0.5356
P -0.7770 -0.6820 -1.4171
H 4.7271 0.7085 0.0840
H 4.6836 -1.7487 0.6682
H 2.8310 1.9360 -0.7545
H 2.4606 -2.9540 0.4025
H -2.4770 0.9637 1.2993
H -0.7530 0.1093 1.2702
H -1.0719 1.5376 0.5918
H -3.2361 -0.8465 -1.7083
H -3.6732 -1.1362 -0.0674
H -3.9022 0.5142 -0.7727
H 0.3531 1.5205 -1.7098
*
```